Entry w
Entry from OMol25: C4H5NO in the gas phase (wB97M-V/def2-TZVPD).

Results
- Structure (SMILES): C#C/C(C)=N/O
- Orbital gap: 9.431 eV

Atoms and positions in Å:
C 1.24 -0.25 -0.34
C -0.23 -0.39 -0.07
N -0.81 -0.32 1.06
O 0.11 -0.17 2.09
C -1.11 -0.32 -1.23
C -1.58 0.74 -1.56
H 1.72 -1.22 -0.18
H 1.42 0.08 -1.36
H 1.68 0.47 0.36
H -0.47 -0.11 2.85
H -1.87 1.76 -1.63

Entry x
Entry from OMol25: C4H5NO in the gas phase (wB97M-V/def2-TZVPD).

Results
- Structure (SMILES): C[C@H](C#N)C=O
- Orbital gap: 11.106 eV

Atoms and positions in Å:
C 0.85 0.62 0.79
C -0.41 -0.04 0.13
C -0.13 -0.02 -1.38
O 0.69 0.74 -1.83
C -1.00 -1.36 0.51
N -1.62 -2.32 0.67
H 0.71 0.82 1.86
H 1.78 0.04 0.64
H 1.03 1.59 0.30
H -1.24 0.65 0.33
H -0.67 -0.73 -2.03

Which one is the least stable? From the structures above, entry w.